DFT (wB97M-V/def2-TZVPD) results for one molecule with the formula C5H11NO.

Atoms and positions in Å:
C1 1.747 0.774 -1.198
C2 1.730 -0.485 -0.334
C3 0.918 -0.323 0.954
N1 -0.423 0.199 0.751
C4 -1.445 -0.600 0.338
C5 -2.794 0.080 0.191
O1 -1.291 -1.791 0.114
H1 2.489 0.698 -1.999
H2 0.770 0.939 -1.665
H3 1.990 1.665 -0.605
H4 1.320 -1.326 -0.903
H5 2.754 -0.761 -0.048
H6 0.822 -1.292 1.452
H7 1.432 0.361 1.640
H8 -0.587 1.185 0.874
H9 -3.118 0.005 -0.851
H10 -2.793 1.133 0.489
H11 -3.521 -0.463 0.800

The calculation puts the energy at -327.12967 Eh. The SMILES is CCCNC(C)=O. The calculation puts the LUMO energy at 0.86 eV. Its net charge is 0. Its HOMO energy is -9.59 eV. The HOMO-LUMO gap comes out at 0.3839 hartree. Its multiplicity is 1.

Per-atom natural (NBO) charges, elementary charge units: C -0.613; C -0.411; C -0.218; N -0.621; C 0.673; C -0.706; O -0.633; H 0.215; H 0.207; H 0.194; H 0.219; H 0.203; H 0.221; H 0.191; H 0.395; H 0.238; H 0.204; H 0.241